1.
C4H6N2O | ωB97M-V/def2-TZVPD

Computed properties:
SMILES = O=C1NC[C@H]2CN12
Relative energy (zero: lowest compared OMol25 entry of this formula, charge and spin) = 120.07 kJ/mol
E = -9272.2574 eV

Atoms and positions in Å:
1 O -2.3989 1.1457 0.1513
2 N -0.9133 -0.4502 -0.7410
3 N -0.1189 1.3447 0.4189
4 C -1.2751 0.7348 -0.0022
5 C 1.0876 0.5896 0.1783
6 C -0.3320 -1.5685 0.0124
7 C 0.5384 -0.5719 -0.6428
8 H 1.0341 -0.7813 -1.5849
9 H 1.8229 1.1489 -0.4083
10 H -0.4468 -2.5477 -0.4497
11 H 1.5617 0.2741 1.1175
12 H -0.1353 2.2532 0.8527
13 H -0.4243 -1.5714 1.0979

Here are the Mulliken charges for atoms 1 to 8, given in e: -0.578 -0.347 -0.146 0.467 -0.519 -0.359 0.000 0.310



2.
C26H41N4O6P2PdS | ωB97M-V/def2-TZVPD

Computed properties:
Total charge = +1
Multiplicity = 3
⟨S²⟩ = 2.04
E = -78765.6855 eV

Atoms and positions in Å:
1 Pd 1.4328 -0.7713 -0.8707
2 S 0.6055 -0.1919 -3.0040
3 P -1.4906 0.5366 0.2377
4 P 0.9707 2.2919 -0.0195
5 O 0.8912 3.0373 1.3514
6 O -1.9228 1.1787 1.6225
7 O 1.5527 3.3809 -1.0024
8 O -0.6876 -0.6935 0.3686
9 O -2.7994 0.2210 -0.5888
10 O 1.8178 1.0743 0.1388
11 N 0.2976 -2.8187 -2.4988
12 N 1.1306 -2.5622 -1.5198
13 N 2.2300 -1.8182 0.7293
14 N -0.8002 -2.0122 -4.3414
15 C 0.0005 -1.8083 -3.2829
16 C -3.1135 0.8717 3.6749
17 C 2.3137 3.0756 -2.2100
18 C -0.8193 4.3105 2.4792
19 C 1.8208 4.0104 -3.2942
20 C 0.8932 -6.9129 -2.2505
21 C 0.9649 -4.9660 -0.8258
22 C 2.9579 -1.3533 1.7362
23 C 0.3141 4.3772 1.4749
24 C 1.4206 5.3221 1.8957
25 C -0.0550 -7.0111 -0.0446
26 C 2.6474 -4.0651 1.5020
27 C -0.7406 1.9925 -0.5608
28 C 1.3586 -3.5836 -0.5748
29 C -3.9798 1.5518 -2.2105
30 C -0.6408 0.3741 3.5138
31 C -3.8856 1.1743 -0.7438
32 C 2.0472 -3.1747 0.5762
33 C 3.5468 -2.1812 2.6718
34 C 1.2419 -5.5905 -2.0470
35 C -1.9876 0.3326 2.8182
36 C 0.3095 -5.6948 0.1735
37 C 3.7903 3.2321 -1.9087
38 C 3.3856 -3.5678 2.5419
39 C 0.2425 -7.6273 -1.2528
40 C -5.1513 0.5175 -0.2292
41 H -3.6651 2.0572 -0.1347
42 H -1.3382 2.8756 -0.3250
43 H -4.0582 0.8562 3.1309
44 H 1.0275 6.3342 1.9855
45 H 4.0157 4.2579 -1.6149
46 H 2.0260 5.0441 -3.0139
47 H 3.0464 -0.2758 1.7972
48 H 2.5341 -5.1268 1.3400
49 H 1.7570 -5.0413 -2.8231
50 H -3.2251 0.2644 4.5724
51 H -0.0621 4.6845 0.4951
52 H 4.3673 2.9851 -2.7996
53 H 2.2216 5.3195 1.1569
54 H -0.8586 -1.3005 -5.0478
55 H 3.8562 -4.2382 3.2478
56 H 2.1244 2.0406 -2.4914
57 H -1.0949 -2.9517 -4.5552
58 H -2.2036 -0.6884 2.4999
59 H -5.9867 1.2130 -0.3058
60 H -0.6659 -0.2536 4.4045
61 H -5.0298 0.2267 0.8142
62 H -0.5782 -7.5574 0.7292
63 H 0.1360 0.0037 2.8435
64 H 4.0831 2.5594 -1.1024
65 H -2.8979 1.8994 3.9713
66 H 1.8275 5.0163 2.8598
67 H -0.3974 1.3974 3.8032
68 H -4.1665 0.6554 -2.8027
69 H -0.0306 -8.6620 -1.4117
70 H -1.2910 5.2897 2.5582
71 H -0.4282 4.0302 3.4582
72 H -5.3721 -0.3736 -0.8169
73 H -0.7513 1.8411 -1.6379
74 H 0.0581 -5.2083 1.1078
75 H -3.0547 2.0129 -2.5594
76 H 0.7473 3.8923 -3.4461
77 H 2.3276 3.7935 -4.2338
78 H 1.1370 -7.3967 -3.1872
79 H 4.1189 -1.7629 3.4866
80 H -4.7990 2.2544 -2.3618
81 H -1.5665 3.5741 2.1831

Here are the Mulliken charges for atoms 1 to 8, given in e: 0.341 -0.574 0.536 0.609 -0.394 -0.084 -0.212 -0.491



3.
C7H10S | ωB97M-V/def2-TZVPD

Computed properties:
SMILES = S=C1[C@@H]2CCC[C@H]1C2
Relative energy (zero: lowest compared OMol25 entry of this formula, charge and spin) = 113.58 kJ/mol
E = -18255.0386 eV

Atoms and positions in Å:
1 S 3.0567 0.0267 -0.4445
2 C -0.3989 -1.2621 -0.7554
3 C -1.1561 0.0849 -0.8731
4 C 0.0191 -0.1210 1.5570
5 C 1.5214 0.0197 0.0320
6 C 0.5763 1.0241 0.5855
7 C 0.5454 -1.0903 0.4466
8 C -0.3805 1.3707 -0.5699
9 H -1.0672 2.1502 -0.2322
10 H 0.2059 1.7241 -1.4623
11 H -1.0407 -0.1720 1.8697
12 H -1.6324 0.1512 -1.8917
13 H -2.1068 0.0642 -0.2508
14 H 1.0671 1.9017 1.0438
15 H 0.6342 -0.2201 2.4454
16 H 0.2105 -1.4884 -1.6298
17 H -1.0850 -2.1258 -0.5817
18 H 1.0308 -2.0379 0.7115

Here are the Mulliken charges for atoms 1 to 8, given in e: -0.295 -0.736 -0.713 -0.866 -0.195 0.036 0.040 -0.664



4.
C13H52N26O13 | ωB97M-V/def2-TZVPD

Computed properties:
Relative energy (zero: lowest compared OMol25 entry of this formula, charge and spin) = 1171.71 kJ/mol
E = -79689.2569 eV

Atoms and positions in Å:
1 O 5.8340 -6.2803 -3.9352
2 O -0.8948 -1.2572 -1.3502
3 O 1.6956 5.0253 1.7693
4 O 1.9548 -5.5951 5.7732
5 O 5.2287 -2.9044 1.5021
6 O -9.2098 4.2712 -5.0222
7 O 3.5769 4.5522 -5.0834
8 O -3.5037 1.5639 -5.6404
9 O -6.7483 -5.2043 2.9979
10 O -3.5522 7.7105 0.2067
11 O -1.5337 -0.0716 5.2180
12 O 5.3674 4.0606 5.6259
13 O -0.9099 -8.1220 0.3145
14 N 0.1565 -0.5258 0.4762
15 N -4.6817 5.7447 0.2504
16 N 7.2634 -3.5439 1.0197
17 N -3.1604 1.3790 4.6790
18 N 7.4887 3.6077 5.3944
19 N 0.0612 -6.3568 -0.7971
20 N -8.8993 3.6270 -2.8173
21 N -3.2563 -0.4726 -6.3763
22 N 1.9127 7.0970 2.5505
23 N 7.5624 -5.4512 -5.1241
24 N -1.2210 2.0911 5.2560
25 N -5.0208 -5.0326 4.3762
26 N -10.3430 5.2255 -3.3468
27 N -3.5438 1.0507 -7.8498
28 N -4.9543 -3.9530 2.5577
29 N 1.2008 -7.2655 4.7491
30 N -1.3233 -7.6651 -1.8197
31 N 6.1194 -4.1034 -4.2336
32 N 6.1373 2.7295 4.1121
33 N 1.4556 3.8323 -5.3220
34 N -3.5621 6.2258 -1.4780
35 N 2.9811 2.7428 -4.0714
36 N -1.5638 0.5716 -0.3296
37 N 0.3153 -5.2856 4.2974
38 N 6.8105 -2.7419 3.0288
39 N 2.5046 6.6645 0.5187
40 C -3.9224 6.6624 -0.2760
41 C 6.4160 -5.3234 -4.4210
42 C -9.4528 4.3130 -3.8004
43 C 6.2776 3.5320 5.0324
44 C -0.8100 -0.5227 -0.3968
45 C 1.2353 -6.0036 4.9118
46 C 1.9735 6.2439 1.5853
47 C -5.6590 -4.7494 3.2795
48 C -0.7984 -7.3796 -0.6711
49 C 2.7115 3.7346 -4.8726
50 C -3.3843 0.7568 -6.5810
51 C -1.9474 1.0311 4.9885
52 C 6.3656 -3.0198 1.8273
53 H 3.8744 2.6002 -3.6223
54 H 7.7012 -4.5833 -5.6218
55 H 2.1914 2.1276 -3.9372
56 H 0.1959 -4.3391 4.6289
57 H -3.4136 0.4383 -8.6424
58 H 8.2855 3.1992 4.9272
59 H 0.6736 3.3159 -4.9452
60 H 6.5964 -3.4157 -4.7991
61 H 7.5713 4.3207 6.1049
62 H 0.3858 -7.4973 4.1994
63 H 1.8428 -7.8678 5.2441
64 H 2.7054 5.9344 -0.1497
65 H -3.7489 5.3347 -1.9153
66 H 1.1125 4.6858 -5.7390
67 H 7.6691 -6.3713 -5.5268
68 H 3.0240 7.5306 0.5374
69 H -3.1120 -1.0117 -7.2181
70 H 7.0488 -3.9001 0.0992
71 H -3.8767 2.0016 -7.9208
72 H -2.9391 6.8028 -2.0247
73 H 5.3442 2.9146 3.5148
74 H -3.5070 2.3270 4.6452
75 H -1.9732 0.6243 -1.2514
76 H 1.7360 6.6785 3.4526
77 H -5.1686 6.0937 1.0636
78 H -2.0590 -8.3562 -1.8549
79 H 6.1808 -2.4016 3.7414
80 H -4.1454 -4.5551 4.5364
81 H 0.5944 -5.9594 -0.0370
82 H 2.4948 7.9056 2.3844
83 H -10.8676 4.9213 -2.5391
84 H -5.2086 -3.8175 1.5897
85 H -0.2156 1.9954 5.2538
86 H 0.2698 0.3574 0.9529
87 H -1.2776 -7.0590 -2.6263
88 H -1.3452 1.3341 0.2957
89 H -0.0342 -5.7380 -1.5897
90 H -4.6540 4.7949 -0.0919
91 H -5.3281 -5.7314 5.0376
92 H 8.2350 -3.6398 1.2784
93 H -4.0540 -3.6551 2.9051
94 H 6.8849 2.1025 3.8511
95 H -10.6074 5.9751 -3.9699
96 H -3.0832 -0.7254 -5.4139
97 H -8.0387 3.1182 -2.9609
98 H -0.3772 -5.7279 3.7101
99 H -1.5952 3.0291 5.2436
100 H 7.7745 -2.9985 3.1869
101 H 5.3931 -3.8332 -3.5858
102 H -3.8825 0.7271 4.4074
103 H -9.0174 3.8521 -1.8398
104 H 0.9950 -1.0742 0.3489

Here are the Mulliken charges for atoms 1 to 8, given in e: -0.647 -0.680 -0.717 -0.680 -0.637 -0.639 -0.648 -0.706



5.
C4H6LiO7Pd | ωB97M-V/def2-TZVPD

Computed properties:
Total charge = -1
Multiplicity = 3
⟨S²⟩ = 2.00
E = -22257.4786 eV

Atoms and positions in Å:
1 Pd -1.0543 -0.3950 -3.1025
2 O 2.8659 -0.0647 2.3979
3 O -3.0817 0.6315 -0.8618
4 O -2.0332 2.6324 -1.2210
5 O -1.9219 0.9076 -2.7571
6 O 2.7657 -2.2706 2.4783
7 O -0.8274 0.3772 -1.0230
8 O 1.0670 -1.1699 1.5993
9 C 0.7768 -0.1565 0.6436
10 C -2.1876 1.3153 -1.5658
11 C -0.3462 -0.6750 -0.2325
12 C 2.2669 -1.1508 2.2029
13 Li 4.2452 -1.2159 3.2106
14 H -1.3504 3.0043 -1.7898
15 H 0.4698 0.7650 1.1581
16 H 1.6638 0.0686 0.0352
17 H -1.2013 -1.0126 0.3774
18 H -2.1198 -0.1008 -0.6649
19 H 0.0028 -1.4901 -0.8848

Here are the Mulliken charges for atoms 1 to 8, given in e: -0.460 -0.870 -0.700 -0.438 -0.537 -0.872 -0.415 -0.245



6.
C11H12Br2Si | ωB97M-V/def2-TZVPD

Computed properties:
Relative energy (zero: lowest compared OMol25 entry of this formula, charge and spin) = 328.39 kJ/mol
E = -159560.7322 eV

Atoms and positions in Å:
1 Br 4.5499 -1.0473 -1.6255
2 Br 4.2945 -0.9281 1.9798
3 Si 4.2648 0.2463 0.0187
4 C -1.5774 -3.4401 -1.2190
5 C -1.7008 -1.0764 -1.0124
6 C -1.1876 -2.1819 -1.6327
7 C -3.0887 -2.4851 0.3403
8 C -2.6097 -1.1723 0.0430
9 C 4.4998 2.7051 1.3097
10 C 0.3169 0.2517 -0.9837
11 C -2.5917 -3.5545 -0.3074
12 C 5.1271 1.8801 0.2966
13 C 1.4525 0.6296 -0.8696
14 C -1.0350 0.1529 -1.5600
15 H 5.3280 3.3297 1.9074
16 H -2.9697 -4.6056 -0.1027
17 H 6.0990 1.4871 0.6809
18 H -1.2013 -4.3724 -1.7741
19 H -1.0559 0.1946 -2.7138
20 H -1.5906 1.0151 -1.2099
21 H -2.9607 -0.3486 0.6542
22 H -3.8855 -2.6756 0.9902
23 H 3.8577 2.1733 1.9647
24 H 3.8764 3.4508 0.7064
25 H 5.3220 2.3832 -0.7359
26 H -0.5044 -2.0554 -2.3517

Here are the Mulliken charges for atoms 1 to 8, given in e: -0.121 -0.216 0.703 -0.414 0.657 -0.592 -0.385 -0.554